(1)
Density functional theory data (ωB97M-V/def2-TZVPD) for a cluster of 2 separate species, C31H32BF5O2 in total in a non-equilibrium geometry.

Cartesian coordinates (Å):
1 C 3.451 2.774 0.653
2 C 3.085 1.549 -0.176
3 C 3.765 1.542 -1.552
4 O 1.680 1.744 -0.475
5 B 1.178 0.472 -0.299
6 C -0.145 0.113 -0.968
7 C -0.661 -1.241 -0.592
8 C -1.938 -1.624 -0.704
9 C -2.434 -2.966 -0.493
10 C -3.777 -3.165 -0.111
11 C -4.305 -4.441 0.028
12 C -3.513 -5.575 -0.225
13 C -2.180 -5.361 -0.576
14 F -1.400 -6.462 -0.843
15 C -1.608 -4.097 -0.685
16 C 0.451 0.145 -2.389
17 C 0.492 1.337 -3.126
18 C 1.185 1.419 -4.330
19 C 1.894 0.305 -4.811
20 C 1.865 -0.864 -4.058
21 F 2.673 -1.921 -4.434
22 C 1.128 -0.984 -2.878
23 O 1.726 -0.242 0.729
24 C 3.127 0.140 0.595
25 C 3.730 -1.052 -0.149
26 C 3.698 0.208 1.995
27 H 4.524 2.857 0.869
28 H 3.157 3.688 0.120
29 H 2.913 2.796 1.608
30 H 4.865 1.500 -1.497
31 H 3.412 0.668 -2.127
32 H 3.465 2.441 -2.119
33 H -0.871 0.924 -0.871
34 H 0.059 -1.964 -0.201
35 H -2.697 -0.871 -0.921
36 H -4.405 -2.286 0.069
37 H -5.348 -4.569 0.329
38 H -3.920 -6.583 -0.156
39 H -0.565 -3.972 -0.956
40 H 0.044 2.232 -2.699
41 H 1.214 2.361 -4.892
42 H 2.498 0.346 -5.720
43 H 1.110 -1.933 -2.339
44 H 4.788 -0.894 -0.381
45 H 3.634 -1.914 0.523
46 H 3.160 -1.301 -1.056
47 H 4.772 0.417 1.946
48 H 3.231 0.964 2.633
49 H 3.564 -0.758 2.486
50 F -5.730 1.175 2.484
51 C -5.027 0.099 2.023
52 F -5.631 -0.286 0.851
53 F -5.222 -0.914 2.907
54 C -3.595 0.425 1.778
55 C -2.596 -0.336 2.365
56 C -1.295 0.120 2.281
57 C -1.117 1.412 1.775
58 C -0.110 2.210 2.461
59 C 0.115 3.604 1.913
60 C -0.549 3.448 3.226
61 C -2.036 1.952 0.840
62 C -3.332 1.471 0.906
63 H -2.880 -1.208 2.945
64 H -0.451 -0.410 2.742
65 H 0.679 1.585 2.939
66 H 1.136 3.980 1.815
67 H -0.520 3.847 1.052
68 H -1.637 3.589 3.293
69 H -0.015 3.695 4.152
70 H -1.792 2.737 0.113
71 H -4.168 1.906 0.363

The charge is 0. The value obtained for the energy above the lowest of the compared OMol25 structures with the same formula, charge and spin is 0.00 kcal per mole. Its orbital gap is 8.80 eV. As for the SMILES: CC1(C)OB([C@H](/C=C/c2cccc(F)c2)c2cccc(F)c2)OC1(C)C.FC(F)(F)c1ccc(C2CC2)cc1. For the molecular weight, the calculation gives 542.40 g/mol. The value obtained for the LUMO energy is 0.4 eV.

These are the Mulliken partial charges, in e, on atoms 1 to 2: number 1, C, carries -2.05; number 2, C, carries 2.18

---

(2)
Density functional theory data (ωB97M-V/def2-TZVPD) for a cluster of 10 separate species, C55H99N18O3 in total in a non-equilibrium geometry.

Cartesian coordinates (Å):
1 C 0.505 0.402 -0.213
2 O -0.152 -0.207 -1.032
3 O 0.074 0.663 0.906
4 O 1.673 0.725 -0.459
5 C 4.309 6.895 3.806
6 C 4.197 5.564 2.979
7 N 3.412 5.813 1.805
8 C 3.546 6.918 0.898
9 C 2.633 6.757 -0.172
10 N 2.056 5.546 0.049
11 C 2.583 4.939 1.189
12 C 1.059 4.952 -0.791
13 H 4.963 6.827 4.676
14 H 3.382 7.221 4.277
15 H 4.717 7.698 3.192
16 H 3.850 4.779 3.651
17 H 5.139 5.170 2.599
18 H 4.320 7.669 0.964
19 H 2.495 7.185 -1.154
20 H 2.259 3.955 1.495
21 H 1.469 4.172 -1.432
22 H 0.530 5.654 -1.437
23 H 0.276 4.548 -0.150
24 C -2.134 4.508 4.635
25 C -3.157 3.940 3.619
26 N -4.570 4.083 4.086
27 C -5.176 5.291 4.504
28 C -6.566 5.076 4.683
29 N -6.815 3.751 4.319
30 C -5.610 3.168 4.001
31 C -8.077 3.049 4.290
32 H -2.073 3.975 5.584
33 H -2.339 5.569 4.774
34 H -1.152 4.376 4.180
35 H -2.865 2.893 3.542
36 H -3.196 4.356 2.612
37 H -4.634 6.224 4.523
38 H -7.370 5.750 4.941
39 H -5.502 2.213 3.508
40 H -8.203 2.494 5.220
41 H -8.080 2.305 3.494
42 H -8.973 3.669 4.332
43 C 5.160 -1.811 -2.401
44 C 4.819 -2.785 -3.632
45 N 4.177 -2.000 -4.682
46 C 4.569 -1.968 -6.059
47 C 3.676 -1.125 -6.689
48 N 2.863 -0.523 -5.770
49 C 3.106 -1.174 -4.609
50 C 1.955 0.634 -5.893
51 H 4.333 -1.239 -1.980
52 H 5.962 -1.088 -2.545
53 H 5.386 -2.488 -1.578
54 H 4.103 -3.593 -3.483
55 H 5.742 -3.240 -3.989
56 H 5.380 -2.525 -6.504
57 H 3.704 -0.764 -7.706
58 H 2.772 -0.881 -3.625
59 H 2.049 1.306 -5.040
60 H 0.916 0.309 -5.939
61 H 2.177 1.170 -6.815
62 C -4.431 -7.562 0.279
63 C -3.125 -7.830 1.012
64 N -2.277 -6.653 1.057
65 C -2.625 -5.308 1.090
66 C -1.449 -4.550 1.044
67 N -0.376 -5.494 1.072
68 C -0.892 -6.780 0.905
69 C 1.013 -5.119 1.047
70 H -5.117 -8.407 0.240
71 H -4.209 -7.180 -0.718
72 H -5.034 -6.827 0.812
73 H -2.725 -8.766 0.624
74 H -3.206 -8.074 2.071
75 H -3.674 -5.075 1.192
76 H -1.389 -3.474 0.975
77 H -0.330 -7.698 0.998
78 H 1.556 -5.822 0.416
79 H 1.286 -5.114 2.103
80 H 1.173 -4.110 0.667
81 C 4.313 -1.333 4.949
82 C 4.384 0.252 4.857
83 N 5.592 0.712 4.217
84 C 5.779 0.786 2.833
85 C 7.041 1.246 2.566
86 N 7.699 1.252 3.708
87 C 6.838 0.984 4.795
88 C 9.105 1.603 3.830
89 H 4.380 -1.767 3.952
90 H 3.453 -1.730 5.488
91 H 5.155 -1.790 5.469
92 H 4.354 0.605 5.888
93 H 3.567 0.740 4.326
94 H 4.963 0.558 2.163
95 H 7.540 1.568 1.665
96 H 6.940 1.010 5.870
97 H 9.356 1.471 4.883
98 H 9.401 2.579 3.443
99 H 9.769 0.945 3.269
100 C -8.006 4.867 -0.417
101 C -7.364 4.338 -1.657
102 N -6.766 3.099 -1.459
103 C -5.606 2.877 -0.755
104 C -5.288 1.544 -0.763
105 N -6.344 0.911 -1.414
106 C -7.187 1.880 -1.904
107 C -6.511 -0.529 -1.550
108 H -8.186 5.939 -0.336
109 H -7.317 4.686 0.408
110 H -8.956 4.409 -0.144
111 H -6.560 5.038 -1.882
112 H -8.013 4.353 -2.533
113 H -5.097 3.765 -0.408
114 H -4.459 1.012 -0.320
115 H -8.033 1.721 -2.555
116 H -6.842 -0.815 -2.548
117 H -7.207 -0.814 -0.761
118 H -5.514 -0.934 -1.381
119 C -5.262 -6.076 7.374
120 C -3.718 -6.281 7.504
121 N -3.057 -5.003 7.414
122 C -2.701 -4.130 8.434
123 C -2.350 -2.885 7.834
124 N -2.471 -3.004 6.423
125 C -2.902 -4.292 6.174
126 C -2.347 -1.985 5.513
127 H -5.630 -7.044 7.036
128 H -5.631 -5.455 6.558
129 H -5.846 -5.752 8.236
130 H -3.444 -6.836 6.606
131 H -3.301 -6.864 8.325
132 H -2.681 -4.609 9.402
133 H -2.078 -1.948 8.295
134 H -3.053 -4.733 5.199
135 H -1.571 -2.199 4.779
136 H -2.115 -1.084 6.082
137 H -3.289 -1.788 5.002
138 C 9.608 -1.141 -5.042
139 C 9.619 0.382 -5.221
140 N 8.372 1.147 -4.988
141 C 7.510 1.561 -5.951
142 C 6.590 2.336 -5.325
143 N 6.806 2.264 -3.964
144 C 7.984 1.702 -3.815
145 C 5.939 2.682 -2.923
146 H 9.449 -1.384 -3.991
147 H 10.541 -1.632 -5.318
148 H 8.798 -1.724 -5.480
149 H 10.011 0.567 -6.221
150 H 10.315 0.749 -4.467
151 H 7.612 1.289 -6.991
152 H 5.659 2.728 -5.709
153 H 8.456 1.426 -2.884
154 H 4.969 2.922 -3.359
155 H 6.396 3.546 -2.440
156 H 5.852 1.944 -2.126
157 C -5.401 -2.057 -9.680
158 C -5.516 -1.291 -8.287
159 N -4.602 -1.735 -7.235
160 C -4.195 -0.880 -6.190
161 C -3.184 -1.558 -5.512
162 N -3.148 -2.851 -5.924
163 C -4.031 -3.003 -6.981
164 C -2.176 -3.907 -5.499
165 H -6.119 -1.642 -10.388
166 H -5.593 -3.125 -9.578
167 H -4.362 -1.989 -10.002
168 H -6.544 -1.355 -7.930
169 H -5.381 -0.217 -8.412
170 H -4.652 0.088 -6.045
171 H -2.562 -1.363 -4.650
172 H -4.036 -3.823 -7.684
173 H -2.583 -4.632 -4.794
174 H -1.264 -3.528 -5.036
175 H -1.884 -4.475 -6.382

The charge is +7. The value obtained for the energy above the lowest of the compared OMol25 structures with the same formula, charge and spin is 80.80 kcal per mole. Its orbital gap is 3.28 eV. For the molecular weight, the calculation gives 1060.52 g/mol. The value obtained for the LUMO energy is -11.0 eV.

These are the Mulliken partial charges, in e, on atoms 1 to 2: number 1, C, carries 0.42; number 2, O, carries -0.76

---

(3)
Density functional theory data (ωB97M-V/def2-TZVPD) for a structure of composition C22H28N2NiOSi.

Cartesian coordinates (Å):
1 Ni 1.460 -1.277 0.812
2 C 1.288 -2.993 2.186
3 C 1.710 -3.525 0.974
4 C 2.977 -2.942 0.625
5 C 3.338 -2.048 1.628
6 C 2.252 -1.996 2.562
7 H 0.389 -3.240 2.727
8 H 1.162 -4.235 0.375
9 H 3.562 -3.177 -0.251
10 H 4.248 -1.474 1.690
11 H 2.230 -1.409 3.468
12 C -0.880 3.532 -1.801
13 C -1.733 2.604 -1.218
14 C -1.260 1.748 -0.232
15 C 0.067 1.791 0.200
16 C 0.907 2.727 -0.409
17 C 0.447 3.588 -1.395
18 Si 0.704 0.664 1.587
19 C -0.723 0.448 2.797
20 C -0.933 1.343 3.848
21 C -2.013 1.207 4.708
22 C -2.914 0.167 4.533
23 C -2.724 -0.739 3.500
24 C -1.636 -0.599 2.651
25 H -1.249 4.214 -2.556
26 H -2.774 2.567 -1.514
27 H -1.952 1.057 0.236
28 H 1.939 2.806 -0.084
29 H 1.118 4.314 -1.837
30 H 1.701 1.525 2.296
31 H -0.239 2.163 3.997
32 H -2.152 1.913 5.517
33 H -3.759 0.060 5.201
34 H -3.416 -1.561 3.363
35 H -1.478 -1.332 1.865
36 C 2.576 -0.332 -2.100
37 N 1.205 -0.139 -2.559
38 C 0.977 0.901 -3.548
39 C 0.226 -0.811 -1.904
40 O 0.456 -1.435 -0.839
41 N -1.036 -0.874 -2.395
42 C -2.117 -1.233 -1.491
43 C -1.489 -0.644 -3.750
44 H 3.229 0.271 -2.728
45 H 2.873 -1.376 -2.182
46 H 2.700 -0.020 -1.059
47 H 1.804 1.605 -3.488
48 H 0.069 1.454 -3.320
49 H 0.939 0.513 -4.568
50 H -1.732 -1.393 -0.490
51 H -2.605 -2.147 -1.837
52 H -2.859 -0.431 -1.476
53 H -0.672 -0.601 -4.459
54 H -2.073 0.279 -3.816
55 H -2.132 -1.478 -4.039

The charge is 0. The value obtained for the energy above the lowest of the compared OMol25 structures with the same formula, charge and spin is 5.22 kcal per mole. Its orbital gap (spin up / spin down) is 7.78 / 7.77 eV. For the molecular weight, the calculation gives 423.26 g/mol. The value obtained for the LUMO energy (spin up / spin down) is 0.6 / 0.6 eV.

These are the Mulliken partial charges, in e, on atoms 1 to 2: number 1, Ni, carries 0.18; number 2, C, carries -0.37

---

(4)
Density functional theory data (ωB97M-V/def2-TZVPD) for a cluster of 2 separate species, CH3NS2 in total in a non-equilibrium geometry.

Cartesian coordinates (Å):
1 C 0.063 -0.210 -0.267
2 N -1.096 -0.133 0.266
3 S 1.741 -1.313 1.789
4 S 0.549 1.025 -1.295
5 H -1.632 -0.973 0.683
6 H -1.585 0.857 0.241
7 H 1.960 0.747 -1.416

The charge is 0. The value obtained for the energy above the lowest of the compared OMol25 structures with the same formula, charge and spin is 109.64 kcal per mole. Its orbital gap (spin up / spin down) is 6.87 / 6.92 eV. For the molecular weight, the calculation gives 93.18 g/mol. The value obtained for the LUMO energy (spin up / spin down) is -1.6 / -1.5 eV.

These are the Mulliken partial charges, in e, on atoms 1 to 2: number 1, C, carries 0.03; number 2, N, carries -0.31

---

- Look up the energy above the lowest of the compared OMol25 structures with the same formula, charge and spin of the third one.
  5.22 kcal per mole

---

- Look up the energy above the lowest of the compared OMol25 structures with the same formula, charge and spin of the second one.
  80.80 kcal per mole

---

- Which value of energy above the lowest of the compared OMol25 structures with the same formula, charge and spin does entry 1 give?
  0.00 kcal per mole

---

- Among the records above, which one has the lowest energy above the lowest of the compared OMol25 structures with the same formula, charge and spin?
  C31H32BF5O2